Density functional theory data (the ωB97M-V functional and the def2-TZVPD basis) for a gas-phase ion, C9H12N3O (charge +1) at a distorted geometry.

Calculated values
**Kohn-Sham gap**: 0.355 hartree
**Net charge**: +1
**SMILES**: [H]/N=C(\N)c1ccccc1C(=[NH2+])OC
**HOMO energy**: -0.468 hartree
**Max |F|**: 4.7 eV Å⁻¹
**LUMO level**: -3.07 eV
**Relative energy (zero: lowest compared OMol25 entry of this formula, charge and spin)**: 1.794 eV

Geometry as XYZ:
```
25
Properties=species:S:1:pos:R:3:forces:R:3
C 3.03490 1.08637 0.12083 2.33 -0.42 0.20
C 2.22073 2.17675 -0.12242 -2.20 -4.08 -0.46
C 2.54723 -0.22886 0.10583 -3.21 1.08 -0.01
C 0.84825 1.94873 -0.43492 2.01 1.65 1.16
C 1.12658 -0.43264 -0.00982 2.97 1.76 0.13
C 0.33284 0.71387 -0.30933 0.10 -2.68 -0.55
C 0.46127 -1.73336 0.18929 -0.43 0.30 -0.70
C -1.11640 0.46164 -0.41938 -0.34 -1.04 -1.77
C -3.13930 0.39876 0.89707 -0.69 1.26 1.26
N -0.73564 -1.64322 -0.21301 -3.01 -1.32 -0.34
N 1.15257 -2.75552 0.68603 -1.69 -1.09 -0.10
N -1.78461 0.36138 -1.59280 1.32 1.39 1.52
O -1.69771 0.67903 0.70519 -1.97 0.53 1.35
H 4.16005 1.18871 0.37459 -2.11 0.14 -0.48
H 2.46459 3.11211 0.13041 1.44 3.47 0.30
H 3.17779 -1.05203 0.30181 0.80 -0.60 0.14
H 0.24584 2.83815 -0.47517 -0.47 0.02 -0.44
H -3.37972 -0.27098 0.10681 -0.82 -0.59 -0.25
H -3.86374 1.32630 0.94127 2.01 -1.45 -0.59
H -3.28934 -0.08503 1.89957 0.66 0.30 -1.09
H -1.45700 -2.42862 -0.30325 1.93 1.09 0.63
H 2.10197 -2.56410 0.75567 1.79 -0.51 0.48
H 0.75955 -3.70814 0.75945 0.62 1.11 -0.11
H -2.71661 0.12252 -1.57896 -2.28 -0.38 0.18
H -1.45408 0.48817 -2.51478 1.24 0.06 -0.48
```
Forces are in eV/Å.